# 1
{"formula": "C4H8NO3", "method": "the ωB97M-V functional and the def2-TZVPD basis", "symbols": ["C", "C", "C", "C", "N", "O", "O", "O", "H", "H", "H", "H", "H", "H", "H", "H"], "coordinates": [[1.677726, 0.472596, -0.355857], [0.529397, 1.046840, 0.579708], [0.668944, -0.720447, -0.634706], [-0.297969, -0.180857, 0.460967], [-1.623142, 0.598149, -0.576247], [-2.760066, -0.233358, -0.274514], [1.171208, -2.098476, -0.411022], [-0.901322, -0.951248, 1.356067], [1.788387, 1.134512, -1.106720], [2.582134, 0.117809, 0.137330], [0.676442, 1.377578, 1.638995], [0.138156, 1.984735, 0.186231], [0.131964, -0.597279, -1.653734], [-1.808367, 1.358270, 0.004244], [0.636110, -2.622061, 0.085470], [-2.609595, -0.686761, 0.563789]], "atomic_forces_ev_per_a": [[-2.29, -2.73, 3.43], [1.62, 1.63, 2.27], [-0.75, -1.30, -0.81], [-3.44, -1.22, -1.21], [0.83, -3.30, 0.40], [-0.93, 0.48, -1.62], [3.05, 4.01, -3.24], [1.67, 1.60, -1.18], [1.00, 1.78, -2.83], [0.01, 0.23, -0.08], [0.74, -0.66, -0.44], [-0.42, -0.18, -0.60], [1.15, -0.63, 1.46], [-0.26, 1.91, 1.32], [-3.10, -1.51, 2.49], [1.12, -0.09, 0.64]], "mulliken_charge": [-0.96, -0.73, 0.20, 0.78, -0.62, -0.41, -0.58, -1.00, 0.29, 0.30, 0.32, 0.28, 0.26, 0.24, 0.31, 0.31], "total_energy_ha": -437.57923, "relative_energy_ev": 6.1568, "charge": -1}



# 2
{"formula": "C4H8NO3", "method": "the ωB97M-V functional and the def2-TZVPD basis", "symbols": ["C", "C", "O", "O", "H", "H", "H", "C", "C", "O", "N", "H", "H", "H", "H", "H"], "coordinates": [[0.727415, -0.026371, 2.865809], [1.340717, 0.778025, 1.652967], [1.482010, 0.187030, 0.559839], [1.748150, 1.915228, 1.984538], [-0.329904, -0.258291, 2.673766], [0.808711, 0.585527, 3.754849], [1.181451, -1.017967, 2.922524], [-1.780273, -0.379377, -1.506822], [-0.584803, -0.134890, -2.439131], [-0.768526, 0.241408, -3.584028], [0.626901, -0.367325, -1.867688], [1.399425, 0.222210, -2.168848], [0.625786, -0.696639, -0.909568], [-2.028085, 0.583694, -1.042099], [-1.818451, -1.128845, -0.722499], [-2.630522, -0.503418, -2.173608]], "atomic_forces_ev_per_a": [[-0.55, -0.12, -1.28], [0.75, 0.15, 1.56], [-0.30, -0.18, 0.01], [-0.31, -0.15, -0.54], [0.01, 0.26, 0.00], [0.13, -0.21, 0.25], [0.34, 0.17, 0.28], [-1.02, 0.96, -0.81], [0.32, -0.86, 0.99], [0.07, 0.37, -0.01], [-0.67, 0.07, -0.88], [-0.22, -0.52, 0.24], [0.48, 0.75, 0.19], [0.43, -0.06, 0.17], [0.69, -0.19, -0.11], [-0.13, -0.43, -0.06]], "mulliken_charge": [-0.79, 0.51, -0.74, -0.71, 0.19, 0.27, 0.23, -0.96, 0.54, -0.65, -0.36, 0.23, 0.31, 0.25, 0.34, 0.33], "total_energy_ha": -437.78145, "relative_energy_ev": 0.6539, "charge": -1}



# 3
{"formula": "C4H8NO3", "method": "the ωB97M-V functional and the def2-TZVPD basis", "symbols": ["C", "C", "O", "N", "H", "H", "H", "H", "H", "C", "C", "O", "O", "H", "H", "H"], "coordinates": [[0.443888, 1.352127, 1.887632], [0.414052, -0.033802, 2.494107], [0.619280, -0.220916, 3.694297], [0.138351, -1.010883, 1.611121], [0.040892, -1.953668, 1.941898], [-0.270629, -0.733322, 0.703671], [-0.548008, 1.806646, 1.957367], [0.770443, 1.311651, 0.854189], [1.037221, 2.012712, 2.528085], [-0.595229, -0.506094, -3.133112], [-0.019975, -0.274669, -1.732246], [1.217685, -0.196177, -1.605128], [-0.882303, -0.085472, -0.820834], [-1.608223, -0.921178, -3.073752], [0.032137, -1.061546, -3.822882], [-0.789582, 0.514591, -3.484412]], "atomic_forces_ev_per_a": [[-0.12, 0.38, 0.60], [-0.11, -0.08, 0.32], [0.10, -0.06, -0.14], [-0.21, 0.29, -0.02], [-0.03, 0.02, 0.18], [0.26, -0.06, -0.25], [-0.17, -0.31, -0.33], [0.00, 0.19, -0.11], [0.34, -0.31, -0.25], [-0.91, 0.52, 0.20], [0.31, 0.17, 0.38], [-0.22, -0.17, -0.16], [0.00, -0.27, -0.10], [0.29, -0.30, 0.06], [0.17, 0.09, 0.03], [0.32, -0.09, -0.39]], "mulliken_charge": [-0.83, 0.52, -0.71, -0.26, 0.18, 0.34, 0.22, 0.27, 0.31, -0.97, 0.70, -0.71, -0.84, 0.29, 0.29, 0.21], "total_energy_ha": -437.80037, "relative_energy_ev": 0.1391, "charge": -1}



# 4
{"formula": "C4H8NO3", "method": "the ωB97M-V functional and the def2-TZVPD basis", "symbols": ["C", "C", "O", "O", "H", "H", "H", "C", "C", "O", "N", "H", "H", "H", "H", "H"], "coordinates": [[0.104075, -2.596760, 0.297986], [1.145128, -2.029845, -0.646475], [0.952468, -1.777315, -1.808526], [2.300182, -1.859513, -0.066773], [-0.846301, -2.616418, -0.230109], [0.033475, -1.959432, 1.181029], [0.432788, -3.586727, 0.615128], [0.038682, 1.006679, 0.630614], [-0.474379, 2.385382, 0.315819], [-0.241912, 3.387464, 0.958111], [-1.238844, 2.452131, -0.817310], [-1.490736, 3.362137, -1.165605], [-1.349003, 1.692623, -1.466213], [-0.424902, 0.228448, 0.054989], [-0.051503, 0.832625, 1.671045], [1.110778, 1.078528, 0.476294]], "atomic_forces_ev_per_a": [[0.46, 0.24, 0.19], [-1.05, -0.44, 0.14], [0.36, 0.26, -0.25], [0.47, 0.17, -0.03], [0.05, -0.13, 0.00], [-0.06, -0.10, 0.01], [-0.22, -0.03, -0.02], [0.61, 0.93, -0.10], [-0.60, 0.28, -0.74], [0.20, -0.29, 0.31], [-0.17, 0.06, -0.30], [0.04, 0.07, 0.17], [0.14, -0.12, 0.21], [-0.07, -0.30, -0.31], [-0.38, -0.25, 1.09], [0.23, -0.35, -0.36]], "lowdin_spin": [0.04, 0.05, 0.06, 0.83, 0.01, 0.00, 0.00, 0.00, 0.00, 0.00, 0.00, 0.00, 0.00, 0.00, 0.00, 0.00], "spin_multiplicity": 2, "total_energy_ha": -437.64385, "relative_energy_ev": 0.0742, "s2": 0.7541, "charge": 0}